1.
The following is a DFT calculation (ωB97M-V with the def2-TZVPD basis set) of a 10-piece molecular cluster, C36H72O16 overall.

Results
**ΔE to the lowest compared entry with this formula, charge and spin**: 1371.06 kJ/mol
**SMILES**: CCOC(C)=O.CCOC(C)=O.CCOC(C)=O.CCOC(C)=O.CCOC(C)=O.CCOC(C)=O.CC(C)=O.CC(C)=O.CC(C)=O.CC(C)=O
**Energy**: -71245.546 eV
**Molecular weight**: 760.96 g/mol
**F_max**: 8.9 eV/Å

Structure (ORCA input):
```
! RIJCOSX wB97M-V def2-TZVPD def2/J DEFGRID3
* xyz 0 1
O -43.5119 -25.9482 -17.9583
C -42.9730 -26.8487 -18.5344
O -43.5928 -27.9997 -19.0338
C -44.8884 -28.3236 -18.5905
C -45.5488 -29.2951 -19.4901
C -41.5311 -26.9887 -18.8958
H -45.4561 -27.5369 -18.4173
H -44.7459 -28.8924 -17.6135
H -46.3511 -29.6146 -19.1464
H -45.0592 -30.1926 -19.7076
H -45.8952 -28.7082 -20.3201
H -40.8760 -26.1899 -18.3414
H -41.4110 -26.9347 -20.0689
H -41.1249 -27.9611 -18.4734
O -46.8714 -33.8541 -17.7621
C -46.1637 -33.1420 -18.3338
O -46.6145 -32.5103 -19.4178
C -48.0468 -32.5836 -19.8462
C -48.3178 -31.6587 -21.0113
C -44.6830 -33.0099 -17.9832
H -48.6999 -32.2146 -19.0323
H -48.3784 -33.6368 -20.0433
H -47.4970 -31.8295 -21.6698
H -48.4629 -30.4200 -20.7140
H -49.0978 -31.9956 -21.4955
H -44.5847 -33.0816 -16.9726
H -44.4060 -31.9132 -18.2565
H -44.1648 -33.5956 -18.6033
O -47.2849 -34.2388 -22.9250
C -47.1812 -35.4540 -23.3106
O -46.2462 -36.1196 -23.8721
C -45.1126 -35.3885 -24.3413
C -44.0677 -36.3705 -24.4766
C -48.2208 -36.4208 -22.8226
H -44.8436 -34.6015 -23.7428
H -45.3125 -34.7978 -25.1008
H -44.3064 -37.0659 -25.3059
H -43.7324 -37.1529 -23.7315
H -43.1986 -35.7171 -24.7156
H -47.8932 -37.4718 -22.7161
H -48.9458 -36.3027 -23.5854
H -48.5770 -36.2206 -21.6399
O -41.8285 -36.6956 -20.1213
C -42.0926 -36.8428 -18.9313
O -41.2496 -37.3794 -17.9374
C -40.0752 -38.1000 -18.2666
C -39.5037 -38.8546 -17.0896
C -43.2207 -36.2440 -18.2514
H -39.1244 -37.5482 -18.6654
H -40.3289 -38.5677 -19.1356
H -38.5054 -39.4931 -17.4530
H -40.1774 -39.5284 -16.7577
H -39.1072 -38.1577 -16.4132
H -44.1027 -36.0272 -18.7456
H -42.9370 -35.4791 -17.6911
H -43.5196 -36.9721 -17.5355
O -51.9378 -31.4958 -20.5136
C -51.5340 -32.0464 -19.4522
O -50.9123 -31.4507 -18.3603
C -50.6919 -30.0426 -18.2522
C -49.6549 -29.9078 -17.1090
C -51.7945 -33.4461 -19.1162
H -51.5888 -29.5178 -17.8787
H -50.4562 -29.4752 -19.2909
H -49.8499 -30.4759 -16.2910
H -49.1608 -28.7937 -16.8698
H -48.8044 -30.4423 -17.5204
H -51.8620 -34.0676 -20.1064
H -52.7673 -33.6170 -18.6632
H -50.9445 -33.9195 -18.3883
O -43.1651 -29.7975 -14.7234
C -43.5655 -31.0119 -14.7433
O -44.7599 -31.3853 -14.6452
C -45.8298 -30.3911 -14.6491
C -47.1738 -31.1012 -14.4335
C -42.6234 -32.2116 -14.8437
H -45.8735 -29.6039 -15.4728
H -45.6035 -29.7810 -13.7477
H -47.8102 -30.1278 -14.0292
H -47.2671 -31.9382 -13.6595
H -47.4665 -31.4122 -15.5512
H -43.2672 -33.0178 -14.4586
H -41.7352 -31.8498 -14.2081
H -42.4546 -32.2541 -15.9718
C -50.4674 -27.1402 -23.3562
C -49.4616 -28.2747 -23.1000
O -48.4339 -28.2273 -22.2905
C -49.6272 -29.6378 -23.8581
H -51.4138 -27.8846 -23.4561
H -50.3622 -26.5324 -24.1527
H -50.3040 -26.5240 -22.4233
H -48.6276 -30.1350 -24.3397
H -50.4556 -29.6354 -24.6345
H -49.9390 -30.2506 -22.8844
C -43.8866 -32.5977 -21.8052
C -43.4789 -32.1025 -23.1917
O -42.5012 -32.7105 -23.8859
C -44.1564 -30.9752 -23.7919
H -43.2860 -33.4231 -21.3450
H -45.0077 -32.9742 -21.8279
H -43.7066 -31.7787 -21.2126
H -44.6832 -30.5044 -23.0486
H -44.9870 -31.2030 -24.3644
H -43.6537 -30.2850 -24.4773
C -40.4166 -31.7520 -19.5105
C -40.4955 -33.0641 -18.8138
O -41.5759 -33.2322 -18.1481
C -39.4649 -34.1768 -19.0337
H -40.7791 -32.1849 -20.5614
H -39.5316 -31.1039 -19.7855
H -40.8162 -30.9206 -19.0430
H -39.6872 -35.0425 -18.4105
H -38.3796 -33.9795 -19.0111
H -39.7000 -34.5236 -20.0836
C -45.7996 -35.0055 -14.0920
C -45.2720 -36.1687 -14.7955
O -43.9820 -36.5651 -14.5152
C -46.2028 -37.0127 -15.6859
H -46.2147 -35.6846 -13.3265
H -46.4920 -34.3392 -14.7187
H -45.0754 -34.4127 -13.6255
H -46.8680 -37.5942 -15.1002
H -45.7335 -37.6422 -16.2591
H -46.5882 -36.5545 -16.4927
*
```

Löwdin population analysis, charges in e, atoms 1 to 8: number 1, O, carries 0.12; number 2, C, carries -0.52; number 3, O, carries -0.03; number 4, C, carries -0.22; number 5, C, carries -0.04; number 6, C, carries -0.01; number 7, H, carries 0.08; number 8, H, carries 0.14

***

2.
The following is a DFT calculation (ωB97M-V with the def2-TZVPD basis set) of a 12-piece molecular cluster, C36H72O36 overall.

Results
**ΔE to the lowest compared entry with this formula, charge and spin**: 275.99 kJ/mol
**SMILES**: COC(=O)OC.COC(=O)OC.COC(=O)OC.COC(=O)OC.COC(=O)OC.COC(=O)OC.COC(=O)OC.COC(=O)OC.COC(=O)OC.COC(=O)OC.COC(=O)OC.COC(=O)OC
**Energy**: -112206.473 eV
**Molecular weight**: 1080.94 g/mol
**F_max**: 3.8 eV/Å

Structure (ORCA input):
```
! RIJCOSX wB97M-V def2-TZVPD def2/J DEFGRID3
* xyz 0 1
C 15.0615 -22.6916 -9.0225
O 14.4483 -21.4816 -8.6596
C 14.2294 -20.4610 -9.5288
O 14.6731 -20.4345 -10.6699
O 13.5519 -19.4979 -8.8705
C 13.1361 -18.2670 -9.4650
H 14.3931 -23.1706 -9.7379
H 15.2368 -23.1150 -8.0335
H 15.9853 -22.5008 -9.5687
H 12.0536 -18.1560 -9.4006
H 13.4668 -18.0444 -10.4795
H 13.4386 -17.5009 -8.7511
C 15.8662 -12.5548 -9.9143
O 15.9527 -13.1152 -11.2202
C 17.1853 -13.0583 -11.8779
O 18.2344 -12.6826 -11.3978
O 16.8988 -13.2984 -13.2198
C 17.9998 -13.4273 -14.1237
H 16.5199 -13.1354 -9.2634
H 14.8549 -12.5899 -9.5090
H 16.1216 -11.5017 -10.0324
H 18.5543 -12.4976 -14.2509
H 17.7342 -13.9215 -15.0582
H 18.7047 -14.1687 -13.7475
C 13.5937 -15.1960 -10.9838
O 12.8749 -14.0037 -11.2829
C 11.8287 -13.9690 -12.1661
O 11.2835 -12.9064 -12.4679
O 11.4878 -15.2243 -12.6214
C 10.5898 -15.3772 -13.7354
H 13.9955 -15.1818 -9.9707
H 14.4395 -15.3153 -11.6609
H 13.0208 -16.1229 -11.0097
H 11.0619 -15.1198 -14.6835
H 9.6729 -14.7902 -13.6829
H 10.3302 -16.4212 -13.9109
C 14.4610 -15.3278 -14.9675
O 13.4792 -16.3966 -14.8495
C 13.6950 -17.4549 -13.9715
O 14.6509 -17.5319 -13.1941
O 12.6954 -18.3460 -14.1291
C 12.7720 -19.5578 -13.3342
H 15.0236 -15.1500 -14.0511
H 14.0006 -14.3622 -15.1766
H 15.1165 -15.5668 -15.8050
H 13.6429 -20.1915 -13.5016
H 11.9573 -20.2384 -13.5816
H 12.6642 -19.3241 -12.2750
C 9.5127 -13.5656 -16.5140
O 10.2905 -13.1291 -17.6389
C 10.3113 -13.8817 -18.7516
O 9.7058 -14.9370 -18.8837
O 11.0535 -13.2365 -19.6782
C 11.2354 -13.8342 -20.9519
H 9.6789 -12.9120 -15.6576
H 9.6654 -14.6072 -16.2315
H 8.4695 -13.4350 -16.8015
H 10.6784 -13.2561 -21.6893
H 10.8141 -14.8391 -20.9781
H 12.2937 -13.8841 -21.2082
C 8.9886 -14.9553 -9.9679
O 7.7338 -14.4973 -10.4650
C 7.3315 -14.9355 -11.7262
O 7.8746 -15.7725 -12.4178
O 6.1967 -14.2510 -12.0247
C 5.4462 -14.4827 -13.1556
H 9.8055 -14.6008 -10.5965
H 8.9588 -16.0442 -10.0065
H 9.0928 -14.6096 -8.9395
H 6.0543 -14.3612 -14.0520
H 4.6773 -13.7136 -13.2289
H 5.0217 -15.4834 -13.2357
C 10.9495 -22.3087 -10.1312
O 11.0768 -20.9773 -10.5115
C 10.0602 -20.3001 -11.1146
O 9.0195 -20.8051 -11.5655
O 10.4526 -19.0500 -11.3139
C 9.6801 -18.1481 -12.0020
H 11.8768 -22.4760 -9.5833
H 10.8825 -23.0118 -10.9614
H 10.0432 -22.4877 -9.5528
H 9.5942 -18.3288 -13.0735
H 10.0081 -17.1178 -11.8639
H 8.6136 -18.1298 -11.7775
C 13.9684 -14.3031 -5.9394
O 13.2701 -15.0146 -6.9795
C 12.2888 -14.4875 -7.6974
O 11.5072 -15.1063 -8.3642
O 12.3299 -13.1621 -7.6870
C 11.2143 -12.4587 -8.2586
H 14.6056 -14.9686 -5.3571
H 13.3342 -13.8011 -5.2087
H 14.6005 -13.5309 -6.3777
H 10.2739 -12.7707 -7.8042
H 11.0849 -12.6922 -9.3155
H 11.4727 -11.4287 -8.0133
C 6.8501 -21.1170 -18.3645
O 7.4776 -20.1408 -17.5518
C 8.7166 -19.7026 -17.7559
O 9.3329 -19.9031 -18.8252
O 9.0375 -18.8832 -16.6862
C 10.2374 -18.1701 -16.8278
H 6.0783 -21.6769 -17.8364
H 7.5393 -21.7284 -18.9472
H 6.2838 -20.6355 -19.1617
H 10.2719 -17.3984 -16.0588
H 10.2465 -17.6431 -17.7819
H 11.1302 -18.7743 -16.6665
C 17.5372 -9.5318 -14.0868
O 16.2463 -10.1500 -13.9290
C 15.6527 -10.0352 -12.7186
O 16.1765 -9.5764 -11.6887
O 14.3829 -10.3582 -12.8658
C 13.4998 -10.4197 -11.7296
H 17.5271 -8.4421 -14.0620
H 17.9030 -9.8694 -15.0566
H 18.2438 -9.8999 -13.3429
H 13.4490 -9.4969 -11.1518
H 13.8515 -11.2114 -11.0680
H 12.4897 -10.5746 -12.1088
C 17.0045 -18.8656 -8.6547
O 17.1361 -17.9319 -9.6916
C 16.6181 -16.7181 -9.7438
O 15.9398 -16.1599 -8.8608
O 16.9169 -16.1698 -10.9157
C 17.5703 -16.8210 -11.9773
H 16.8067 -19.8575 -9.0609
H 16.2623 -18.5677 -7.9141
H 17.9289 -18.9580 -8.0847
H 17.3809 -16.1380 -12.8054
H 17.1330 -17.7780 -12.2619
H 18.6509 -16.7852 -11.8395
C 7.7101 -11.6040 -12.6542
O 7.8591 -10.1677 -12.8366
C 8.5675 -9.6945 -13.9341
O 9.1198 -10.3920 -14.7696
O 8.5619 -8.3440 -13.9228
C 9.2218 -7.6791 -14.9642
H 7.4317 -12.2278 -13.5036
H 7.0060 -11.8691 -11.8655
H 8.6504 -12.0333 -12.3084
H 10.2551 -7.9815 -15.1342
H 9.2112 -6.6129 -14.7380
H 8.7030 -7.7814 -15.9173
*
```

Löwdin population analysis, charges in e, atoms 1 to 8: number 1, C, carries -0.05; number 2, O, carries -0.05; number 3, C, carries -0.57; number 4, O, carries 0.10; number 5, O, carries 0.00; number 6, C, carries -0.03; number 7, H, carries 0.09; number 8, H, carries 0.11

***

Among the records above, which one has the lowest energy? C36H72O36

***

The highest energy belongs to which entry? C36H72O16